[1]
Entry from the Open Molecules 2025 dataset: a gas-phase ion, C7H17N3O (charge +2) (wB97M-V/def2-TZVPD).

Each line ends with the Mulliken charge.
CARTESIAN COORDINATES (ANGSTROEM)
C (-1.06, -0.65, -1.60)  -1.408
C (-0.20, 0.52, -1.28)  1.540
C (1.29, 0.63, -1.98)  -1.170
C (-0.94, 1.76, -1.71)  -2.065
C (0.00, 0.54, 0.19)  0.160
N (-0.02, 1.55, 1.02)  -0.135
C (0.57, -0.73, 0.78)  -0.459
C (0.34, -1.30, 2.01)  0.347
N (0.96, -2.64, 2.31)  -0.177
O (-0.24, -0.93, 3.19)  -0.265
N (-0.88, 0.31, 3.15)  -0.638
H (-1.87, -0.77, -0.78)  0.283
H (-0.41, -1.43, -1.71)  0.474
H (-1.57, -0.54, -2.64)  0.382
H (2.04, 0.06, -1.39)  0.321
H (1.21, 0.18, -3.01)  0.392
H (1.64, 1.70, -1.94)  0.377
H (-1.16, 1.57, -2.83)  0.420
H (-0.43, 2.71, -1.87)  0.430
H (-1.84, 1.96, -1.21)  0.542
H (-0.15, 2.46, 0.64)  0.275
H (-0.26, 1.18, 2.00)  0.412
H (1.14, -1.33, -0.01)  0.177
H (0.30, -3.26, 2.75)  0.376
H (1.80, -2.47, 2.90)  0.389
H (1.23, -3.11, 1.46)  0.377
H (-1.84, 0.13, 2.82)  0.317
H (-0.69, 0.87, 4.04)  0.324

Calculated values
Gap between HOMO and LUMO ... 9.91 eV
SMILES ... CC(C)(C)C(=[NH2+])/C=C(/[NH3+])ON
Total charge ... +2
ΔE to the lowest compared entry with this formula, charge and spin ... 2.521 eV

***

[2]
Entry from the Open Molecules 2025 dataset: 14 unconnected molecules or ions with the total composition C52H104O22 (wB97M-V/def2-TZVPD).

Each line ends with the Mulliken charge.
CARTESIAN COORDINATES (ANGSTROEM)
C (4.49, -1.64, -3.63)  -0.440
O (3.96, -2.75, -2.84)  -0.360
C (2.58, -2.86, -2.94)  0.857
O (1.91, -2.13, -3.66)  -0.545
O (2.19, -3.96, -2.32)  -0.450
C (0.75, -4.14, -2.36)  -0.231
H (3.81, -0.77, -3.76)  0.075
H (4.74, -2.03, -4.64)  0.298
H (5.36, -1.22, -3.13)  0.246
H (0.50, -4.36, -3.37)  0.521
H (0.22, -3.24, -1.97)  -0.113
H (0.54, -4.99, -1.70)  -0.031
C (2.92, 1.53, -4.71)  -0.447
O (2.13, 2.75, -4.89)  -0.100
C (1.30, 2.71, -5.93)  0.805
O (1.02, 1.70, -6.54)  -0.596
O (0.79, 3.96, -6.15)  -0.324
C (-0.33, 3.95, -7.04)  -0.567
H (3.59, 1.62, -3.85)  0.137
H (3.48, 1.30, -5.61)  0.427
H (2.31, 0.67, -4.56)  0.130
H (-0.76, 4.93, -6.88)  0.272
H (-1.00, 3.14, -6.68)  0.163
H (-0.09, 3.81, -8.13)  0.272
C (-1.28, -0.58, 1.53)  0.374
O (-0.57, 0.38, 0.66)  0.761
C (0.32, -0.21, -0.10)  0.081
O (0.45, -1.36, -0.35)  -0.819
O (1.15, 0.74, -0.55)  0.498
C (2.24, 0.43, -1.25)  0.969
H (-0.59, -1.28, 2.00)  -0.278
H (-1.93, -1.12, 0.88)  -0.418
H (-1.79, 0.08, 2.23)  0.159
H (2.79, -0.45, -0.95)  -0.371
H (2.87, 1.33, -1.29)  -0.105
H (1.95, 0.26, -2.34)  -0.734
C (3.59, -2.96, 1.12)  -1.246
O (4.28, -2.10, 0.18)  0.218
C (5.61, -2.10, 0.06)  0.466
O (6.30, -1.32, -0.54)  -0.574
O (6.17, -3.09, 0.81)  -0.376
C (7.58, -3.13, 0.88)  -0.685
H (3.89, -4.03, 0.98)  0.453
H (2.61, -2.83, 0.78)  0.356
H (3.73, -2.75, 2.19)  0.546
H (7.85, -3.93, 1.52)  0.251
H (7.95, -2.17, 1.33)  0.277
H (8.04, -3.25, -0.13)  0.248
C (3.04, 1.29, 4.33)  -0.750
C (2.37, 2.51, 3.70)  -0.593
C (1.31, 1.94, 2.65)  0.603
O (1.14, 0.60, 3.13)  0.159
C (2.42, 0.15, 3.58)  0.300
H (2.85, 1.16, 5.40)  0.289
H (4.13, 1.19, 4.16)  0.331
H (3.05, 3.22, 3.11)  0.364
H (1.89, 3.10, 4.47)  0.259
H (1.79, 1.99, 1.62)  -0.501
H (0.33, 2.41, 2.51)  -0.385
H (3.01, -0.02, 2.72)  -0.022
H (2.33, -0.80, 4.18)  -0.207
C (-2.84, -1.49, 5.65)  -0.345
C (-4.17, -0.84, 5.84)  -0.938
C (-3.81, 0.65, 5.89)  -0.435
O (-2.62, 0.75, 5.08)  0.006
C (-1.83, -0.37, 5.46)  0.284
H (-2.99, -2.15, 4.81)  0.159
H (-2.59, -2.17, 6.42)  0.522
H (-4.71, -1.21, 6.67)  0.368
H (-4.76, -1.05, 4.92)  0.218
H (-3.58, 0.97, 6.93)  0.365
H (-4.54, 1.40, 5.47)  0.285
H (-1.39, -0.16, 6.43)  0.298
H (-1.11, -0.60, 4.75)  -0.659
C (0.57, -4.34, 3.12)  0.724
C (0.15, -3.41, 4.25)  1.047
C (1.37, -3.32, 5.21)  -0.902
O (2.46, -3.52, 4.31)  -0.407
C (2.05, -4.68, 3.52)  -0.725
H (0.41, -3.83, 2.15)  -0.610
H (-0.03, -5.23, 3.22)  0.246
H (-0.81, -3.65, 4.71)  0.526
H (0.08, -2.40, 3.84)  -1.266
H (1.22, -4.15, 6.00)  0.232
H (1.61, -2.35, 5.62)  0.423
H (2.06, -5.51, 4.15)  0.441
H (2.57, -4.88, 2.57)  0.222
C (-2.90, -7.02, -0.29)  -0.868
C (-1.43, -6.88, -0.71)  -0.369
C (-0.85, -6.40, 0.63)  0.418
O (-1.70, -6.73, 1.67)  -0.523
C (-3.01, -6.47, 1.14)  -0.025
H (-3.14, -8.07, -0.20)  0.318
H (-3.50, -6.54, -0.98)  0.480
H (-1.33, -6.15, -1.53)  0.030
H (-1.14, -7.85, -1.03)  0.510
H (-0.84, -5.34, 0.57)  -0.432
H (0.21, -6.71, 0.79)  0.460
H (-3.13, -5.38, 1.07)  -0.144
H (-3.77, -6.91, 1.80)  0.368
C (5.66, 5.06, -1.89)  -0.564
C (6.91, 4.13, -1.87)  -0.706
C (6.27, 2.76, -1.50)  -0.506
O (5.05, 2.82, -2.25)  -0.320
C (4.46, 4.10, -2.07)  0.137
H (5.75, 5.71, -2.80)  0.204
H (5.64, 5.63, -0.98)  0.367
H (7.60, 4.43, -1.06)  0.288
H (7.46, 4.05, -2.76)  0.358
H (6.10, 2.76, -0.38)  0.216
H (6.80, 1.85, -1.76)  0.409
H (3.80, 4.13, -1.15)  -0.112
H (3.85, 4.39, -2.94)  0.180
C (-5.21, 1.80, 0.76)  -0.308
C (-4.01, 2.02, -0.22)  1.775
C (-4.79, 2.41, -1.52)  -0.576
O (-6.05, 1.65, -1.52)  -0.497
C (-6.47, 1.71, -0.18)  -0.642
H (-5.38, 2.56, 1.55)  0.110
H (-5.12, 0.86, 1.30)  0.198
H (-3.37, 1.14, -0.37)  -0.997
H (-3.47, 2.96, 0.06)  -0.240
H (-4.43, 2.27, -2.53)  0.090
H (-5.15, 3.43, -1.43)  0.403
H (-7.05, 0.84, 0.11)  0.394
H (-7.05, 2.61, 0.06)  0.327
C (-3.32, -2.86, -2.25)  0.252
C (-4.74, -2.46, -1.69)  -1.048
C (-4.38, -2.02, -0.24)  0.357
O (-3.31, -2.86, 0.17)  -0.582
C (-2.62, -3.27, -1.01)  2.070
H (-2.94, -1.93, -2.63)  -0.902
H (-3.37, -3.63, -3.03)  0.628
H (-5.40, -3.28, -1.73)  0.326
H (-5.25, -1.65, -2.29)  0.430
H (-5.19, -2.15, 0.43)  0.614
H (-4.09, -0.92, -0.29)  -0.656
H (-2.56, -4.34, -1.00)  -1.021
H (-1.59, -2.90, -1.01)  -0.797
C (0.44, 3.73, -2.16)  1.315
C (0.30, 3.99, -0.65)  0.747
C (-0.59, 5.26, -0.68)  -0.454
O (-1.32, 5.24, -1.91)  -0.537
C (-0.51, 4.66, -2.89)  -0.430
H (0.09, 2.72, -2.37)  -0.979
H (1.40, 3.85, -2.57)  -0.345
H (1.22, 4.02, -0.11)  0.510
H (-0.28, 3.11, -0.27)  -0.593
H (-0.08, 6.22, -0.55)  0.252
H (-1.27, 5.31, 0.12)  -0.077
H (0.10, 5.42, -3.34)  0.285
H (-1.19, 4.26, -3.63)  0.258
C (-2.07, 0.23, -5.48)  -0.706
C (-1.11, -0.78, -4.93)  -0.219
C (-0.62, -0.03, -3.70)  2.252
O (-1.71, 0.62, -3.12)  0.313
C (-2.52, 1.01, -4.28)  -0.469
H (-2.82, -0.32, -6.00)  0.454
H (-1.50, 0.87, -6.11)  -0.085
H (-0.34, -0.99, -5.68)  0.435
H (-1.64, -1.67, -4.62)  0.322
H (0.16, 0.80, -3.93)  -1.486
H (-0.14, -0.60, -2.86)  -1.279
H (-2.39, 2.08, -4.46)  0.258
H (-3.58, 0.81, -3.97)  0.308
C (-2.80, 5.15, 2.67)  -0.284
C (-3.44, 3.98, 3.46)  -0.168
C (-2.66, 3.99, 4.77)  -0.220
O (-1.45, 4.77, 4.54)  -0.510
C (-1.33, 5.10, 3.21)  0.098
H (-3.24, 6.15, 2.89)  0.222
H (-2.82, 4.97, 1.60)  0.109
H (-3.32, 3.01, 3.01)  -0.231
H (-4.47, 4.15, 3.68)  0.618
H (-2.41, 3.00, 5.16)  0.069
H (-3.14, 4.54, 5.61)  0.189
H (-0.82, 4.33, 2.59)  -0.380
H (-0.74, 5.94, 3.01)  0.582

Calculated values
Gap between HOMO and LUMO ... 9.72 eV
Total charge ... 0
ΔE to the lowest compared entry with this formula, charge and spin ... 3.032 eV

***

[3]
Entry from the Open Molecules 2025 dataset: 6 unconnected molecules or ions with the total composition C42H44N4O21Si (wB97M-V/def2-TZVPD).

Each line ends with the Mulliken charge.
CARTESIAN COORDINATES (ANGSTROEM)
C (7.79, -5.56, -1.89)  -0.785
O (7.98, -4.27, -2.42)  -0.281
C (7.64, -4.16, -3.79)  -0.581
C (7.35, -2.72, -4.19)  -1.167
C (6.83, -1.88, -3.04)  -0.618
C (5.34, -2.19, -2.83)  -0.406
C (4.91, -2.09, -1.38)  -1.015
C (3.45, -1.71, -1.17)  -0.152
C (2.48, -2.67, -1.77)  0.290
N (1.25, -2.23, -1.93)  -0.069
N (0.38, -3.05, -2.49)  -0.494
C (0.82, -4.26, -2.83)  0.585
Si (-0.41, -5.45, -3.69)  0.130
C (-0.97, -6.74, -2.44)  -1.035
C (0.49, -6.24, -5.13)  -1.044
C (-1.83, -4.42, -4.36)  -1.011
N (2.05, -4.71, -2.63)  -0.638
N (2.92, -3.88, -2.08)  -0.076
H (6.90, -5.59, -1.27)  0.256
H (7.68, -6.31, -2.67)  0.358
H (8.64, -5.84, -1.28)  0.265
H (8.46, -4.57, -4.38)  0.398
H (6.77, -4.78, -4.00)  0.472
H (8.25, -2.27, -4.59)  0.368
H (6.61, -2.76, -4.97)  0.367
H (7.35, -2.09, -2.12)  0.435
H (6.93, -0.83, -3.29)  0.406
H (5.22, -3.23, -3.13)  0.251
H (4.71, -1.62, -3.51)  0.432
H (5.50, -1.30, -0.93)  0.509
H (5.15, -2.98, -0.81)  0.232
H (3.27, -0.76, -1.65)  0.440
H (3.21, -1.59, -0.12)  0.191
H (-0.10, -7.03, -1.87)  0.327
H (-1.37, -7.61, -2.95)  0.326
H (-1.68, -6.30, -1.76)  0.320
H (0.68, -5.50, -5.90)  0.299
H (1.44, -6.65, -4.81)  0.347
H (-0.11, -7.04, -5.56)  0.331
H (-1.43, -3.53, -4.83)  0.317
H (-2.32, -4.98, -5.15)  0.335
H (-2.53, -4.11, -3.59)  0.305
O (-1.59, 1.49, 3.87)  -0.616
C (-1.02, 0.72, 3.13)  1.207
C (-1.02, 0.84, 1.68)  -1.558
C (-0.37, -0.07, 0.93)  0.509
O (-0.33, -0.02, -0.39)  -0.677
C (0.36, -1.22, 1.56)  1.085
O (0.91, -2.00, 0.80)  -0.451
C (0.39, -1.33, 3.01)  -1.076
C (-0.26, -0.42, 3.75)  -0.001
O (-0.28, -0.47, 5.08)  -0.490
H (-1.55, 1.67, 1.24)  1.009
H (0.21, -0.79, -0.70)  0.258
H (0.94, -2.15, 3.44)  0.484
H (-0.82, 0.30, 5.39)  0.441
O (-2.05, 0.20, 6.89)  -0.546
C (-2.28, -0.39, 7.93)  0.837
C (-3.54, -0.26, 8.64)  -1.120
C (-3.74, -0.91, 9.79)  0.352
O (-4.86, -0.83, 10.48)  -0.569
C (-2.68, -1.79, 10.39)  1.042
O (-2.93, -2.34, 11.45)  -0.618
C (-1.43, -1.95, 9.67)  -0.788
C (-1.23, -1.31, 8.51)  0.298
O (-0.10, -1.44, 7.83)  -0.552
H (-4.29, 0.38, 8.20)  0.443
H (-4.74, -1.39, 11.27)  0.360
H (-0.68, -2.60, 10.10)  0.448
H (-0.17, -0.91, 7.01)  0.403
O (-8.31, 2.83, -0.97)  -0.604
C (-7.16, 2.77, -0.59)  1.111
C (-6.47, 1.53, -0.28)  -0.979
C (-5.20, 1.55, 0.15)  0.256
O (-4.52, 0.44, 0.44)  -0.588
C (-4.45, 2.84, 0.33)  1.133
O (-3.31, 2.78, 0.74)  -0.502
C (-5.13, 4.08, 0.00)  -1.016
C (-6.39, 4.06, -0.43)  0.162
O (-7.07, 5.16, -0.75)  -0.576
H (-7.02, 0.61, -0.41)  0.439
H (-3.63, 0.73, 0.73)  0.261
H (-4.57, 5.00, 0.12)  0.454
H (-7.96, 4.86, -1.05)  0.370
O (9.16, 0.70, -3.60)  -0.617
C (9.21, 1.54, -2.73)  1.039
C (9.19, 1.22, -1.31)  -0.992
C (9.23, 2.20, -0.40)  0.438
O (9.21, 1.98, 0.91)  -0.576
C (9.30, 3.65, -0.81)  0.935
O (9.32, 4.49, 0.07)  -0.621
C (9.35, 3.96, -2.23)  -0.941
C (9.31, 2.98, -3.13)  0.301
O (9.35, 3.20, -4.44)  -0.568
H (9.14, 0.17, -1.03)  0.493
H (9.25, 2.86, 1.33)  0.362
H (9.41, 5.01, -2.51)  0.419
H (9.30, 2.32, -4.86)  0.357
O (-9.68, 5.90, -1.62)  -0.652
C (-10.36, 6.82, -1.19)  1.053
C (-11.76, 7.01, -1.55)  -1.044
C (-12.44, 8.05, -1.04)  0.305
O (-13.71, 8.28, -1.32)  -0.566
C (-11.80, 9.04, -0.11)  1.037
O (-12.47, 9.97, 0.29)  -0.615
C (-10.40, 8.84, 0.26)  -0.918
C (-9.72, 7.80, -0.24)  0.309
O (-8.45, 7.55, 0.05)  -0.540
H (-12.21, 6.29, -2.22)  0.439
H (-13.95, 9.09, -0.83)  0.364
H (-9.96, 9.55, 0.94)  0.441
H (-8.20, 6.76, -0.46)  0.408

Calculated values
Gap between HOMO and LUMO ... 7.80 eV
SMILES ... COCCCCCCc1nnc([Si](C)(C)C)nn1.O=C1C=C(O)C(=O)C=C1O.O=C1C=C(O)C(=O)C=C1O.O=C1C=C(O)C(=O)C=C1O.O=C1C=C(O)C(=O)C=C1O.O=C1C=C(O)C(=O)C=C1O
Total charge ... 0

***

[4]
Entry from the Open Molecules 2025 dataset: a single C9H10ClN molecule (wB97M-V/def2-TZVPD).

Each line ends with the Mulliken charge.
CARTESIAN COORDINATES (ANGSTROEM)
N (2.99, -1.80, 0.43)  -0.617
C (1.58, -1.80, 0.09)  -0.687
C (0.98, -0.40, -0.01)  0.167
C (1.78, 0.68, -0.15)  -0.524
Cl (1.29, 2.31, -0.40)  -0.171
C (-0.50, -0.29, 0.05)  0.411
C (-1.16, 0.53, 0.97)  -0.211
C (-2.54, 0.61, 0.96)  -0.580
C (-3.30, -0.17, 0.08)  -0.402
C (-2.65, -1.00, -0.84)  -0.600
C (-1.27, -1.05, -0.83)  -0.264
H (3.35, -2.74, 0.38)  0.247
H (3.07, -1.50, 1.43)  0.238
H (1.46, -2.32, -0.86)  0.360
H (0.93, -2.36, 0.80)  0.366
H (2.84, 0.52, -0.25)  0.446
H (-0.59, 1.11, 1.69)  0.421
H (-3.01, 1.27, 1.66)  0.399
H (-4.38, -0.09, 0.13)  0.372
H (-3.21, -1.60, -1.57)  0.351
H (-0.75, -1.66, -1.57)  0.278

Calculated values
Gap between HOMO and LUMO ... 9.56 eV
SMILES ... NC/C(=C/Cl)c1ccccc1
Total charge ... 0
ΔE to the lowest compared entry with this formula, charge and spin ... 0.000 eV

***

| no. | E_LUMO (hartree) | energy (eV) | HOMO energy (eV) |
| --- | --- | --- | --- |
| 1 | -0.3032 | -14032.16728 | -18.16 |
| 2 | 0.0235 | -100648.16779 | -9.08 |
| 3 | -0.0584 | -101099.33167 | -9.39 |
| 4 | 0.0314 | -23507.26502 | -8.71 |